1.
Molecular formula: C19H33Br6F6N3O7
Method: DFT, ωB97M-V with the def2-TZVPD basis set

```
74
Properties=species:S:1:pos:R:3
C -2.6044 -2.5868 2.4850
C -2.5834 -4.0522 3.1691
O -2.0312 -5.0004 2.5508
N -3.2303 -4.1679 4.2763
C -3.3748 -5.3905 4.9776
H -3.3164 -1.8838 2.9174
H -2.6301 -2.6268 1.3961
H -1.5668 -2.3335 2.7024
H -3.6332 -3.4132 4.8132
H -2.5587 -5.4712 5.6956
H -3.3876 -6.3410 4.4443
H -4.3311 -5.3004 5.4927
C -2.0400 4.6024 -3.1711
C -2.3536 3.3649 -2.2935
O -3.5045 3.1525 -2.1675
N -1.4277 2.6119 -1.7049
C -0.0824 2.5256 -2.2135
H -0.9982 4.5896 -3.4914
H -2.2232 5.4433 -2.5022
H -2.7717 4.6099 -3.9790
H -1.8179 1.9266 -1.0738
H 0.4352 1.6364 -1.8538
H 0.4751 3.4261 -1.9557
H -0.0246 2.5847 -3.3004
C -3.3879 1.5029 5.0620
C -2.5411 0.2735 4.9605
O -2.9955 -0.7962 5.3288
N -1.3488 0.5565 4.4921
C -0.2359 -0.2457 4.5187
H -2.8512 2.4057 5.3535
H -4.2659 1.3077 5.6778
H -3.7608 1.7643 4.0716
H -1.3366 1.2846 3.7922
H 0.2352 -0.5641 3.5888
H -0.4556 -1.2355 4.9188
H 0.6764 0.0191 5.0531
C -0.1848 -0.7794 -8.8358
C -0.1769 -2.2122 -8.3373
O -0.6478 -2.0561 -7.0373
C 0.1900 -2.1892 -5.9750
O 1.4422 -2.4065 -6.0073
C -0.5738 -2.0631 -4.6446
F -1.7724 -2.6374 -4.7091
F 0.0961 -2.6384 -3.6658
F -0.7046 -0.6971 -4.4218
H -0.0542 -0.7120 -9.9158
H 0.5445 -0.2245 -8.2456
H -1.1617 -0.3422 -8.6296
H 0.8548 -2.5557 -8.4128
H -0.8686 -2.8136 -8.9272
C 4.3994 4.0774 1.0716
C 3.1760 3.1588 1.4628
O 3.1423 3.1211 2.8902
C 3.8809 2.2371 3.6231
O 4.6030 1.4043 3.1489
C 3.6409 2.3469 5.1183
F 2.3226 2.6557 5.2932
F 3.9596 1.1926 5.7437
F 4.4263 3.2424 5.6967
H 4.4465 4.1074 -0.0170
H 5.3815 3.8580 1.4904
H 4.0279 5.0480 1.4001
H 3.2509 2.1826 0.9835
H 2.2810 3.6311 1.0579
C 3.8379 -2.4864 -3.1133
Br 4.2724 -0.8324 -4.1173
Br 4.6746 -2.5612 -1.3315
Br 4.3620 -4.0556 -4.1964
H 2.7565 -2.5660 -3.0017
C 0.7096 -0.7640 0.6014
Br -0.4155 0.7765 0.7015
Br 2.5227 -0.5633 1.3723
Br 0.9236 -1.4315 -1.2514
H 0.2838 -1.6309 1.1066
```

Charge = +1
Kohn-Sham gap (alpha / beta) = 7.1 / 1.8 eV
LUMO energy (alpha / beta) = -3.697 / -9.018 eV
Multiplicity = 2
Calculated total energy = -475590.07966 eV



2.
Molecular formula: C6H13NO
Method: DFT, ωB97M-V with the def2-TZVPD basis set

```
21
Properties=species:S:1:pos:R:3
C 0.4017 -0.4554 -1.3708
N -1.0069 -0.3805 -1.8339
C -1.5101 0.7691 -2.3167
O -2.6725 0.8713 -2.6783
C 0.8631 0.6930 -0.4684
C -0.0558 0.9341 0.7254
C -0.2713 -0.2849 1.6516
C 1.0034 -1.0146 2.1632
H 1.0206 -0.6431 -2.2460
H 0.4491 -1.3260 -0.7135
H -1.5191 -1.2242 -1.7148
H -0.8524 1.6383 -2.3812
H 1.0443 1.6299 -0.9900
H 1.7875 0.2799 -0.0651
H 0.2192 1.8373 1.2746
H -1.0681 1.1926 0.3864
H -0.7977 0.0056 2.5613
H -0.9880 -0.9279 1.1351
H 1.9142 -0.7934 1.6107
H 1.1771 -0.7102 3.1913
H 0.8617 -2.0911 2.0787
```

Charge = 0
Kohn-Sham gap = 10.5 eV
LUMO energy = 0.877 eV
Relative energy (zero: lowest compared OMol25 entry of this formula, charge and spin) = 20.9 kcal/mol
Multiplicity = 1
Calculated total energy = -9970.26866 eV
Structure (SMILES) = CCCCCNC=O



3.
Molecular formula: C5H8N2O2
Method: DFT, ωB97M-V with the def2-TZVPD basis set

```
17
Properties=species:S:1:pos:R:3
C 2.2022 -1.1176 0.4040
C 0.9462 -0.4802 -0.1692
C -1.3001 -0.4210 -0.0739
C -0.8694 0.8465 -0.0107
C 0.5127 0.7908 -0.2415
H 1.7815 -2.1862 0.8951
H 2.9994 -0.4846 1.1454
H 2.8888 -1.0354 -0.7353
H -0.0592 -2.1240 0.2346
H -3.2690 -0.0843 0.2551
H -2.8588 -1.3493 -1.1141
H -1.1380 3.2044 -0.1723
H 1.0726 2.6656 0.2758
N -0.1975 -1.1429 -0.4019
N -2.6178 -1.1085 -0.1607
O -1.3627 2.0713 0.5451
O 1.2690 1.9556 -0.6754
```

Charge = 0
Kohn-Sham gap = 7.1 eV
LUMO energy = -0.248 eV
Relative energy (zero: lowest compared OMol25 entry of this formula, charge and spin) = 223.2 kcal/mol
Multiplicity = 1
Calculated total energy = -12381.25871 eV



4.
Molecular formula: C2H5NO3
Method: DFT, ωB97M-V with the def2-TZVPD basis set

```
11
Properties=species:S:1:pos:R:3
O 2.2015 -0.5260 1.5277
C 1.8538 -0.0236 0.4656
N 0.4390 0.0228 0.3038
C -0.2618 -1.0062 -0.1708
O -0.8541 -0.8448 -1.2464
H 2.6322 0.0127 -0.3897
H -0.1196 0.7734 -0.0635
H -0.3213 -1.8872 0.4544
H -3.3207 2.0472 -0.3300
H -2.5231 0.9216 -0.6551
O -2.4690 1.8896 -0.6452
```

Charge = -1
Kohn-Sham gap (alpha / beta) = 3.4 / 7.3 eV
LUMO energy (alpha / beta) = 3.572 / 3.493 eV
Relative energy (zero: lowest compared OMol25 entry of this formula, charge and spin) = 32.1 kcal/mol
Multiplicity = 2
Calculated total energy = -9785.74543 eV



5.
Molecular formula: C3H2IN3
Method: DFT, ωB97M-V with the def2-TZVPD basis set

```
9
Properties=species:S:1:pos:R:3
C 0.6906 -2.3509 -0.0685
C -2.1416 1.2379 0.3009
C 1.8158 -0.1118 -0.0837
N 1.3338 -1.1766 -0.0838
N 0.0833 -3.3069 0.0755
N -1.1837 1.4258 -0.2620
I 2.9204 1.4956 0.0398
H -3.1479 1.0577 0.8371
H -0.3707 1.7293 -0.7554
```

Charge = +2
Kohn-Sham gap = 9.8 eV
LUMO energy = -9.795 eV
Relative energy (zero: lowest compared OMol25 entry of this formula, charge and spin) = 29.2 kcal/mol
Multiplicity = 1
Calculated total energy = -15690.56773 eV



6.
Molecular formula: C4H10N3
Method: DFT, ωB97M-V with the def2-TZVPD basis set

```
17
Properties=species:S:1:pos:R:3
C 0.9800 -0.7415 0.8728
C 2.0965 0.2816 0.6581
C -0.0623 -0.7942 -0.2777
C -0.8022 0.6323 -0.2990
N 0.3345 -1.0584 2.1443
N 1.0663 -1.8992 1.6796
N -1.9955 0.5245 -1.1435
H 1.4135 1.1824 0.6291
H 2.6179 0.0683 -0.2937
H 2.7914 0.4454 1.4997
H -0.8567 -1.5821 -0.1181
H 0.4505 -1.0123 -1.2912
H -0.9098 0.9752 0.7031
H -0.1576 1.3372 -0.8021
H -2.3550 1.4802 -1.2143
H -2.8337 0.0885 -0.6817
H -1.7780 0.0723 -2.0655
```

Charge = +1
Kohn-Sham gap (alpha / beta) = 6.0 / 9.0 eV
LUMO energy (alpha / beta) = -4.149 / -5.694 eV
Relative energy (zero: lowest compared OMol25 entry of this formula, charge and spin) = 61.7 kcal/mol
Multiplicity = 3
Calculated total energy = -8767.75866 eV



7.
Molecular formula: C36H41EuN5Se
Method: DFT, ωB97M-V with the def2-TZVPD basis set

```
84
Properties=species:S:1:pos:R:3
Eu -0.3299 0.7913 0.7212
N -3.2184 -1.2094 3.4020
N 0.4086 3.0595 1.3391
C 0.0828 0.6442 -2.3594
C -1.2367 0.9745 -1.9219
C -1.8996 -0.2542 -1.6004
C -3.2973 -0.4047 -1.1691
H -3.9639 0.3629 -1.6045
H -3.3536 -0.2682 -0.0313
H -3.6742 -1.4320 -1.3437
C -0.9690 -1.3165 -1.7725
C -1.3100 -2.7562 -1.6618
H -1.8410 -3.1281 -2.5603
H -1.9642 -2.9504 -0.7975
H -0.3990 -3.3630 -1.5501
C 0.2341 -0.7727 -2.2807
C 1.3395 -1.5919 -2.8506
H 1.8238 -2.1970 -2.0618
H 2.1065 -0.9732 -3.3460
H 0.9529 -2.2951 -3.6171
C -1.8267 2.3346 -1.7939
H -2.4265 2.6102 -2.6831
H -1.0521 3.1124 -1.6720
H -2.4934 2.3982 -0.9127
C 1.0693 1.5973 -2.9216
H 2.0896 1.2327 -2.7350
H 0.9662 2.5842 -2.4500
H 0.9639 1.7522 -4.0122
C -2.8574 -2.0172 4.3551
H -3.3922 -2.9542 4.4524
C -1.8065 -1.5453 5.1800
H -1.6155 -2.0815 6.0955
C -0.9483 -0.4824 4.8373
H -0.0996 -0.1215 5.5071
C -1.1423 0.1162 3.5027
H -0.4589 0.9031 3.0732
C -2.2652 -0.4586 2.7703
C -3.2633 -0.3035 1.7354
H -3.2069 0.8746 1.6659
C 1.6460 3.1180 1.0266
C -0.2299 4.3596 1.4653
H -1.2312 4.4062 1.8733
C 0.8021 5.1867 1.2757
H 0.7849 6.2425 1.3899
N 2.0015 4.4507 0.8566
C 2.4479 4.4817 -0.4751
C 1.8957 5.4439 -1.3426
C 2.6906 5.6618 -2.4659
H 2.5551 6.5700 -3.0694
C 3.7338 4.7761 -2.7554
C 4.6207 5.1463 -3.8889
H 5.0302 4.2191 -4.3238
H 5.4481 5.8120 -3.5590
H 3.9706 5.6978 -4.5937
C 4.0004 3.5968 -2.0341
H 4.8382 2.9377 -2.3038
C 3.2752 3.3562 -0.8734
C 3.5013 2.0468 -0.1525
H 3.1739 2.0920 0.9059
H 4.5701 1.8410 -0.1660
H 3.0465 1.1324 -0.5588
C 0.6469 6.2405 -1.1654
H 0.5475 6.6507 -0.1781
H -0.3012 5.7445 -1.3795
H 0.6724 7.1607 -1.7455
C -2.6920 -3.7584 1.7411
N -1.3810 -4.3811 1.5961
C -0.1466 -3.7842 1.7560
Se 0.2536 -2.0728 2.3555
N 0.7399 -4.8026 1.5555
C 0.1129 -6.0382 1.4182
C 0.5557 -7.3428 1.6266
C -0.4139 -8.3602 1.6264
C -1.7888 -8.0655 1.4980
C -2.2358 -6.7359 1.4578
C -1.2506 -5.7582 1.3939
H -3.0654 -3.8758 2.7689
H -3.3879 -4.2745 1.0634
H -2.6239 -2.6910 1.4918
H 1.7555 -4.6605 1.5248
H 1.6229 -7.5205 1.7877
H -0.1166 -9.4068 1.7311
H -2.5143 -8.8788 1.4430
H -3.2872 -6.4349 1.4735
```

Charge = -1
Kohn-Sham gap (alpha / beta) = 5.1 / 5.2 eV
LUMO energy (alpha / beta) = 2.148 / 2.136 eV
Relative energy (zero: lowest compared OMol25 entry of this formula, charge and spin) = 53.8 kcal/mol
Multiplicity = 7
Calculated total energy = -130111.32192 eV



8.
Molecular formula: C24H22N3S2
Method: DFT, ωB97M-V with the def2-TZVPD basis set

```
51
Properties=species:S:1:pos:R:3
C 5.3740 -1.4849 0.4742
C 4.8395 -0.1889 0.4159
C 3.4657 -0.0183 0.2079
C 2.6685 -1.1524 0.0817
N 1.2657 -1.0463 -0.0248
C 0.4351 -0.0064 -0.1089
N -0.8253 -0.4636 0.0555
C -2.0358 0.2874 0.0742
C -1.9900 1.5568 0.6211
C -3.1183 2.3845 0.5347
C -4.2852 1.8773 -0.0459
C -4.3364 0.5763 -0.5617
C -3.1888 -0.2308 -0.5124
C -0.7086 -1.8839 0.0618
C -1.7418 -2.8883 0.3100
C -1.5804 -4.1327 -0.3406
C -2.4703 -5.1812 -0.1128
C -3.5267 -5.0434 0.7985
C -3.6695 -3.8293 1.4776
C -2.7890 -2.7697 1.2532
N 0.5474 -2.2250 -0.0394
C 3.1794 -2.4449 0.1323
C 4.5531 -2.6146 0.3294
H 6.4433 -1.6069 0.6379
H 5.4737 0.6927 0.5331
H 2.9641 0.9588 0.1605
H -1.0401 1.9109 1.0434
H -3.0484 3.4009 0.9342
H -5.1698 2.5114 -0.0887
H -5.2555 0.1865 -0.9990
H -3.2016 -1.2480 -0.9105
H -0.7521 -4.2740 -1.0331
H -2.3475 -6.1285 -0.6358
H -4.2193 -5.8728 0.9893
H -4.4786 -3.7151 2.1987
H -2.9129 -1.8456 1.8111
H 2.4980 -3.2956 0.0291
H 4.9766 -3.6182 0.3739
C 1.5243 5.2298 -0.9446
C 1.1944 4.2813 -2.0740
S 0.2963 2.7107 -1.6873
C 0.9875 2.1450 -0.2602
S 1.5601 3.1698 0.9436
C 2.4032 4.5405 0.0704
H 2.0669 6.0984 -1.3428
H 0.6135 5.6052 -0.4707
H 0.5331 4.7930 -2.7787
H 2.0998 3.9697 -2.6027
H 0.7555 0.9420 0.4978
H 3.3276 4.1500 -0.3615
H 2.6455 5.2304 0.8852
```

Charge = +1
Kohn-Sham gap = 6.5 eV
LUMO energy = -3.904 eV
Multiplicity = 1
Calculated total energy = -51374.58885 eV